1.
ORCA calculation (ωB97M-V/def2-TZVPD) on an isolated molecule of C6H10O.

Its SMILES is C[C@H]1C[C@@]2(O)C[C@@H]12.

Each atom is followed by the atoms it is bonded to, with distances in Å.
Cartesian coordinates (Å):
1 C 1.983 0.549 -0.133  C2 1.523, H8 1.096, H9 1.096, H10 1.096
2 C 0.898 -0.514 -0.245  C1 1.523, C3 1.561, C7 1.536, H11 1.095
3 C 0.030 -0.759 1.028  C2 1.561, C4 1.525, H12 1.098, H13 1.094
4 C -1.208 -0.354 0.236  C3 1.525, O5 1.387, C6 1.493, C7 1.512
5 O -2.436 -0.984 0.372  C4 1.387, H14 0.964
6 C -1.086 0.992 -0.398  C4 1.493, C7 1.507, H15 1.088, H16 1.089
7 C -0.386 -0.187 -1.022  C2 1.536, C4 1.512, C6 1.507, H17 1.085
8 H 2.774 0.212 0.548  C1 1.096
9 H 1.587 1.489 0.271  C1 1.096
10 H 2.441 0.769 -1.103  C1 1.096
11 H 1.338 -1.450 -0.607  C2 1.095
12 H 0.284 -0.180 1.926  C3 1.098
13 H -0.015 -1.822 1.284  C3 1.094
14 H -3.058 -0.340 0.731  O5 0.964
15 H -1.978 1.308 -0.936  C6 1.088
16 H -0.533 1.806 0.068  C6 1.089
17 H -0.635 -0.533 -2.020  C7 1.085

Atom charges from the natural (NBO) analysis, given in e for atoms 1 to 4: atom 1 (C): -0.609, atom 2 (C): -0.203, atom 3 (C): -0.417, atom 4 (C): 0.245



2.
ORCA calculation (ωB97M-V/def2-TZVPD) on an isolated molecule of C6H11N in a non-equilibrium geometry.

Its SMILES is CC(C)[C@@H](C)C#N.

Each atom is followed by the atoms it is bonded to, with distances in Å.
Cartesian coordinates (Å):
1 C -0.193 1.803 0.775  C2 1.531, H8 1.097, H9 1.095, H10 1.097
2 C 0.288 0.368 0.546  C1 1.531, C3 1.541, C4 1.549, H11 1.099
3 C -0.486 -0.630 1.429  C2 1.541, H12 1.096, H13 1.095, H14 1.095
4 C 0.226 -0.007 -0.956  C2 1.549, C5 1.535, C6 1.474, H15 1.098
5 C 1.003 -1.290 -1.282  C4 1.535, H16 1.094, H17 1.095, H18 1.094
6 C -1.169 -0.130 -1.414  C4 1.474, N7 1.157
7 N -2.264 -0.246 -1.771  C6 1.157
8 H 0.415 2.529 0.222  C1 1.097
9 H -0.145 2.064 1.838  C1 1.095
10 H -1.236 1.915 0.455  C1 1.097
11 H 1.356 0.313 0.802  C2 1.099
12 H -1.449 -0.209 1.740  C3 1.096
13 H 0.074 -0.889 2.333  C3 1.095
14 H -0.699 -1.566 0.902  C3 1.095
15 H 0.669 0.815 -1.534  C4 1.098
16 H 0.920 -1.546 -2.343  C5 1.094
17 H 2.061 -1.153 -1.038  C5 1.095
18 H 0.627 -2.140 -0.704  C5 1.094

Atom charges from the natural (NBO) analysis, given in e for atoms 1 to 4: atom 1 (C): -0.609, atom 2 (C): -0.198, atom 3 (C): -0.622, atom 4 (C): -0.323



3.
ORCA calculation (ωB97M-V/def2-TZVPD) on a cluster of 2 separate species, C11H15N in total in a non-equilibrium geometry.

Its SMILES is Cc1c[nH]c2ccccc12.CC.

Each atom is followed by the atoms it is bonded to, with distances in Å.
Cartesian coordinates (Å):
1 C -1.710 2.447 0.154  C2 1.502, H11 1.087, H12 1.093, H13 1.087
2 C -0.945 1.397 -0.601  C1 1.502, C3 1.352, C10 1.439
3 C 0.121 1.524 -1.424  C2 1.352, N4 1.391, H14 1.078
4 N 0.582 0.265 -1.796  C3 1.391, C5 1.370, H15 1.007
5 C -0.147 -0.686 -1.132  N4 1.370, C6 1.391, C10 1.416
6 C -0.082 -2.075 -1.107  C5 1.391, C7 1.380, H16 1.084
7 C -1.097 -2.768 -0.479  C6 1.380, C8 1.402, H17 1.081
8 C -2.119 -2.110 0.220  C7 1.402, C9 1.385, H18 1.081
9 C -2.169 -0.726 0.224  C8 1.385, C10 1.392, H19 1.081
10 C -1.135 -0.012 -0.375  C2 1.439, C5 1.416, C9 1.392
11 H -1.506 3.439 -0.242  C1 1.087
12 H -1.461 2.354 1.214  C1 1.093
13 H -2.776 2.242 0.112  C1 1.087
14 H 0.570 2.446 -1.755  C3 1.078
15 H 1.486 0.183 -2.231  N4 1.007
16 H 0.707 -2.585 -1.648  C6 1.084
17 H -1.187 -3.835 -0.630  C7 1.081
18 H -2.932 -2.680 0.647  C8 1.081
19 H -2.995 -0.230 0.716  C9 1.081
20 C 2.860 -0.401 1.362  C21 1.531, H22 1.090, H23 1.086, H24 1.097
21 C 1.891 0.766 1.157  C20 1.531, H25 1.086, H26 1.084, H27 1.093
22 H 3.007 -0.939 0.425  C20 1.090
23 H 3.740 -0.117 1.931  C20 1.086
24 H 2.379 -1.191 1.951  C20 1.097
25 H 0.845 0.529 1.322  C21 1.086
26 H 1.988 1.163 0.153  C21 1.084
27 H 2.084 1.602 1.835  C21 1.093

Atom charges from the natural (NBO) analysis, given in e for atoms 1 to 4: atom 1 (C): -0.627, atom 2 (C): -0.071, atom 3 (C): -0.040, atom 4 (N): -0.538



HOMO? In order: -9.3; -11.3; -7.9 eV.
Kohn-Sham gap? In order: 10.279; 12.260; 8.823 eV.